DFT (ωB97M-V with the def2-TZVPD basis set) results for C26H32KN3O5S2 as an isolated structure.

Each line ends with the natural charge from an NBO analysis.
Atoms and positions in Å:
1 K -0.723 -2.025 0.505  0.926
2 C 3.867 -0.529 -0.193  -0.651
3 C 2.664 0.304 0.114  0.424
4 N 1.502 -0.213 0.368  -0.624
5 C 0.549 0.903 0.614  0.243
6 C 1.379 2.134 0.329  -0.228
7 N 2.713 1.642 0.143  -0.588
8 C 1.172 3.497 0.273  0.655
9 O -0.112 3.992 0.405  -0.766
10 O 2.081 4.336 0.066  -0.797
11 C -1.959 0.943 0.417  0.905
12 O -2.326 2.139 0.436  -0.782
13 O -2.560 -0.049 0.880  -0.785
14 H 3.572 -1.575 -0.236  0.233
15 H 4.627 -0.407 0.581  0.212
16 H 4.310 -0.243 -1.150  0.206
17 H 3.415 2.243 -0.253  0.413
18 H -0.798 3.291 0.350  0.510
19 C -1.447 3.003 4.795  -0.621
20 C -0.738 1.846 4.140  -0.034
21 C -0.382 0.719 4.873  -0.241
22 C 0.264 -0.341 4.260  -0.010
23 C 0.659 -1.568 5.043  -0.624
24 C 0.536 -0.270 2.896  -0.264
25 C 0.164 0.834 2.130  0.013
26 C -0.452 1.899 2.785  -0.148
27 N -0.666 0.647 -0.231  -0.637
28 C -0.679 0.910 -1.694  0.226
29 C -0.813 2.385 -2.141  -0.479
30 C -0.901 2.495 -3.667  -0.203
31 C -2.123 1.731 -4.175  -0.402
32 C -1.990 0.260 -3.777  -0.205
33 C -0.723 -0.328 -4.403  -0.403
34 C 0.493 0.446 -3.891  -0.206
35 C 0.366 1.915 -4.297  -0.404
36 C 0.580 0.339 -2.363  -0.429
37 C -1.898 0.145 -2.254  -0.425
38 H -1.373 2.950 5.884  0.190
39 H -2.506 3.006 4.528  0.217
40 H -1.026 3.953 4.464  0.217
41 H -0.598 0.678 5.937  0.181
42 H 0.707 -1.356 6.113  0.194
43 H 1.635 -1.937 4.723  0.209
44 H -0.056 -2.381 4.897  0.218
45 H 1.101 -1.068 2.435  0.219
46 H -0.709 2.795 2.243  0.232
47 H 0.051 2.946 -1.789  0.243
48 H -1.700 2.818 -1.680  0.240
49 H -0.993 3.554 -3.933  0.198
50 H -2.207 1.820 -5.266  0.181
51 H -3.033 2.153 -3.736  0.204
52 H -2.866 -0.299 -4.124  0.194
53 H -0.777 -0.265 -5.497  0.185
54 H -0.634 -1.387 -4.138  0.202
55 H 1.405 0.020 -4.323  0.193
56 H 0.327 2.003 -5.391  0.180
57 H 1.239 2.475 -3.948  0.209
58 H 1.453 0.894 -2.013  0.226
59 H 0.719 -0.705 -2.067  0.210
60 H -1.813 -0.913 -1.983  0.190
61 H -2.811 0.522 -1.788  0.227
62 C 0.404 -8.514 1.256  -0.260
63 O 0.359 -7.410 0.370  -0.539
64 C -0.200 -6.243 0.791  0.017
65 S -0.834 -6.122 2.340  -0.347
66 S -0.152 -5.039 -0.399  -0.384
67 H 0.892 -9.311 0.696  0.169
68 H -0.599 -8.818 1.562  0.187
69 H 0.972 -8.274 2.156  0.188

frontier orbital gap	4.70	eV
E	-2946.91225	Eh
lowest unoccupied orbital energy	4.23	eV
ΔE to the lowest compared entry with this formula, charge and spin	2.032	eV
total charge	-2